Molecular formula: C18H19N2O3
Method: DFT, wB97M-V/def2-TZVPD

Its structure (SMILES) is COc1ccc(C(c2ccc(OC)cc2)[C@H]([N+]#N)C(C)=O)cc1. Its gap between HOMO and LUMO is 0.242 hartree. Its electronic energy is -28086.7963 eV. For the largest force on an atom, the calculation gives 0.160 Eh/bohr. The total charge is +1. The HOMO energy is -11.56 eV.

Bonds (Å) are listed after each position.
Positions of all 42 atoms, in Å:
1 C -2.921 5.236 -0.024  O2 1.454, H24 1.087, H25 1.094, H26 1.096
2 O -2.889 4.412 -1.221  C1 1.454, C3 1.356
3 C -1.997 3.392 -1.280  O2 1.356, C4 1.413, C23 1.398
4 C -2.115 2.440 -2.317  C3 1.413, C5 1.373, H27 1.072
5 C -1.426 1.252 -2.295  C4 1.373, C6 1.415, H28 1.103
6 C -0.591 0.955 -1.192  C5 1.415, C7 1.477, C22 1.409
7 C -0.095 -0.428 -1.037  C6 1.477, C8 1.480, C16 1.580, H29 1.115
8 C 0.955 -0.759 -0.047  C7 1.480, C9 1.414, C15 1.405
9 C 1.998 -1.606 -0.491  C8 1.414, C10 1.373, H30 1.110
10 C 2.977 -2.002 0.386  C9 1.373, C11 1.409, H31 1.070
11 C 2.897 -1.649 1.748  C10 1.409, O12 1.350, C14 1.390
12 O 3.912 -2.035 2.548  C11 1.350, C13 1.450
13 C 3.882 -1.581 3.925  O12 1.450, H32 1.093, H33 1.105, H34 1.104
14 C 1.829 -0.875 2.186  C11 1.390, C15 1.375, H35 1.067
15 C 0.857 -0.436 1.317  C8 1.405, C14 1.375, H36 1.098
16 C -1.295 -1.453 -1.111  C7 1.580, N17 1.395, C19 1.493, H37 1.222
17 N -2.393 -1.028 -0.363  C16 1.395, N18 1.141
18 N -3.213 -0.384 0.102  N17 1.141
19 C -1.088 -2.888 -0.755  C16 1.493, C20 1.485, O21 1.219
20 C -0.272 -3.744 -1.655  C19 1.485, H38 1.094, H39 1.090, H40 1.094
21 O -1.625 -3.381 0.223  C19 1.219
22 C -0.343 1.962 -0.238  C6 1.409, C23 1.385, H41 1.096
23 C -1.043 3.156 -0.286  C3 1.398, C22 1.385, H42 1.086
24 H -3.725 5.944 -0.205  C1 1.087
25 H -3.165 4.622 0.848  C1 1.094
26 H -1.983 5.782 0.127  C1 1.096
27 H -2.772 2.716 -3.118  C4 1.072
28 H -1.596 0.529 -3.110  C5 1.103
29 H 0.124 -0.922 -2.012  C7 1.115
30 H 2.027 -1.948 -1.547  C9 1.110
31 H 3.837 -2.537 0.041  C10 1.070
32 H 4.714 -2.107 4.400  C13 1.093
33 H 4.052 -0.492 4.005  C13 1.105
34 H 2.931 -1.863 4.410  C13 1.104
35 H 1.768 -0.543 3.198  C14 1.067
36 H -0.030 0.101 1.676  C15 1.098
37 H -1.707 -1.486 -2.261  C16 1.222
38 H 0.039 -3.296 -2.603  C20 1.094
39 H 0.653 -4.030 -1.155  C20 1.090
40 H -0.684 -4.734 -1.873  C20 1.094
41 H 0.360 1.794 0.587  C22 1.096
42 H -0.841 3.913 0.467  C23 1.086

Mulliken population analysis, charges in e, atoms 1 to 4: C -0.812; O -0.440; C 0.649; C -0.658